[1]
The following is a DFT calculation (ωB97M-V with the def2-TZVPD basis set) of a cluster of 9 separate species, C27H58BF13N5O11 in total at a distorted geometry.

```
115
Properties=species:S:1:pos:R:3:forces:R:3
C 3.0143 -11.5529 -19.3962 1.2 0.0 0.3
C 1.7225 -12.1454 -19.0135 0.2 1.0 -1.2
O 0.8971 -11.5829 -18.4194 -1.3 0.0 1.1
N 1.2990 -13.4310 -19.7208 -0.4 -0.3 -0.3
H 0.4723 -13.2011 -20.2848 -0.2 0.2 0.5
H 1.9715 -13.7240 -20.4303 0.3 -0.2 0.4
C 0.9348 -14.5331 -18.7548 0.5 -1.2 -1.1
H 3.2585 -11.6901 -20.4508 -0.1 0.0 0.0
H 3.8417 -11.9371 -18.7905 -0.1 -0.3 -0.1
H 2.9515 -10.4991 -19.1245 0.0 -0.2 -0.2
H 0.3497 -15.2544 -19.3259 -0.5 0.3 0.2
H 0.4219 -14.1457 -17.8820 0.1 0.1 0.0
H 1.8454 -15.1024 -18.5780 0.1 0.4 0.7
C 10.2846 -9.9657 -15.8057 0.5 0.1 -0.5
C 9.6336 -11.2645 -16.1293 0.2 0.8 1.8
O 9.9418 -12.3050 -15.6736 -0.1 -0.7 -0.6
N 8.4200 -11.1622 -16.9903 -0.2 -0.5 -0.8
H 7.7253 -10.5246 -16.5701 -0.4 -0.3 0.4
H 8.6614 -10.6697 -17.8520 0.2 0.0 -0.1
C 7.8518 -12.5191 -17.3192 -0.4 0.5 0.1
H 9.6089 -9.1435 -15.5775 -0.2 -0.2 0.0
H 10.8851 -9.7078 -16.6857 0.0 0.2 0.1
H 10.9500 -10.1398 -14.9652 0.0 0.0 0.0
H 8.6090 -13.0791 -17.8557 0.0 -0.1 0.1
H 6.9654 -12.3746 -17.9313 0.0 0.1 0.0
H 7.5482 -12.9964 -16.3933 0.2 -0.1 0.0
C 7.8655 -8.1679 -20.6890 -0.4 -0.1 0.9
C 8.5241 -7.8523 -19.3749 -0.5 -0.3 -1.1
O 9.1035 -8.6018 -18.6586 0.0 0.0 0.3
N 8.4653 -6.4144 -18.9558 -0.5 1.1 0.8
H 7.5743 -5.9240 -19.1291 -0.1 -0.6 -0.3
H 8.4947 -6.3804 -17.9267 0.6 -0.2 -0.1
C 9.5124 -5.5365 -19.6100 0.1 -0.4 -0.3
H 7.1356 -8.9475 -20.4476 0.2 -0.2 -0.1
H 8.6147 -8.5529 -21.3767 -0.1 0.1 -0.2
H 7.2582 -7.3544 -21.0823 0.4 0.2 -0.2
H 9.1238 -5.2408 -20.5817 -0.1 0.3 0.2
H 10.4020 -6.1206 -19.8331 0.1 0.0 0.5
H 9.7016 -4.7052 -18.9389 0.1 0.1 -0.2
C 2.3143 -7.1497 -21.0811 0.5 1.2 -0.1
C 2.5043 -7.5835 -19.6621 -0.2 -0.5 -1.7
O 1.9538 -8.5259 -19.2337 0.3 -0.1 1.2
N 3.5335 -6.7852 -18.8659 -0.5 -0.2 0.9
H 4.1304 -7.3890 -18.2783 -0.4 -0.4 -0.3
H 4.1942 -6.2847 -19.4589 -0.5 0.2 -0.2
C 2.7942 -5.8979 -17.8485 1.1 0.3 -0.2
H 3.2168 -6.6387 -21.4274 0.0 -0.3 -0.4
H 1.5155 -6.4153 -21.2146 -0.1 0.0 0.4
H 2.0351 -7.9989 -21.6957 0.2 -0.1 0.1
H 2.9471 -6.4345 -16.9179 -0.6 0.3 0.2
H 1.7577 -5.7169 -18.1123 -0.1 -0.4 -0.1
H 3.3212 -4.9463 -17.8502 -0.1 0.0 0.3
C 3.9485 -9.0988 -13.9865 -0.1 0.4 0.4
C 2.8966 -9.0672 -12.8835 1.0 -0.7 -1.2
O 1.7753 -8.7080 -12.9320 -0.4 0.3 0.2
N 3.4311 -9.5734 -11.5597 0.4 1.7 -0.5
H 4.3398 -9.1037 -11.3959 1.1 -0.5 -0.2
H 2.8077 -9.0685 -10.9242 -0.4 -1.3 0.6
C 3.7038 -11.0566 -11.5227 -1.3 0.1 1.0
H 4.1151 -10.1156 -14.3390 0.2 -0.2 0.4
H 4.8549 -8.6598 -13.5607 0.3 -0.5 0.0
H 3.7100 -8.5460 -14.8919 -0.7 0.2 0.4
H 2.7400 -11.5583 -11.5872 0.2 -0.3 -0.6
H 4.0958 -11.3178 -10.5440 0.3 0.3 -0.1
H 4.4192 -11.2644 -12.3049 -0.1 -0.2 0.0
C 1.6991 -13.6116 -13.6097 1.3 -3.8 1.6
O 2.2929 -12.7150 -14.5480 -0.5 0.9 -0.8
O 2.5632 -14.0970 -12.7074 -0.8 1.8 -0.2
C 0.3628 -13.0598 -13.1275 -0.9 0.8 0.0
F 0.4574 -11.8669 -12.4719 -0.1 -0.3 -0.2
F -0.4860 -12.8701 -14.1962 0.6 0.2 0.5
F -0.3095 -13.9099 -12.3177 0.8 0.4 -0.3
C 2.8261 -13.2785 -15.7099 1.4 0.6 1.0
C 4.2125 -12.6082 -15.8936 -1.2 0.1 -0.7
H 3.9310 -11.5761 -16.1134 0.6 0.2 0.0
H 4.8514 -12.6293 -15.0157 -0.1 -0.3 0.1
H 4.6947 -13.0543 -16.7738 0.3 0.1 0.0
H 2.2330 -12.9653 -16.5768 -0.3 -0.4 -0.2
H 2.9657 -14.3606 -15.6575 -0.4 -0.1 0.2
H 1.3258 -14.5270 -14.1143 -0.3 0.2 -1.1
C -2.7340 -10.2278 -15.7577 -1.2 1.6 2.7
O -1.6199 -9.4653 -16.2666 1.0 -0.6 -0.8
O -3.7359 -9.3982 -15.4854 0.2 -1.3 -1.4
C -2.9882 -11.4421 -16.7127 -1.6 2.1 -0.3
F -4.2010 -12.0023 -16.5225 0.7 -0.2 0.1
F -3.0469 -10.8989 -17.9755 0.5 -1.1 -0.1
F -2.0771 -12.4298 -16.6695 0.2 0.0 -0.4
C -0.3672 -9.8723 -15.7898 0.4 1.3 1.2
C 0.6099 -8.7561 -16.0766 0.4 0.9 -1.1
H 0.3470 -7.7985 -15.6189 -0.5 -0.2 0.2
H 1.6353 -8.9175 -15.7370 0.0 -0.6 -0.1
H 0.5975 -8.5751 -17.1587 0.3 0.0 0.0
H 0.0088 -10.8086 -16.1820 -0.1 -0.4 -0.1
H -0.3367 -9.9019 -14.6921 -0.5 -0.7 0.1
H -2.4163 -10.6002 -14.7648 0.5 -0.9 -0.1
C 7.3314 -10.0967 -11.5657 -2.1 3.0 1.7
O 8.4479 -9.2928 -11.2164 0.5 -0.6 -0.2
O 6.2165 -9.3302 -11.4671 -0.2 -0.7 -0.9
C 7.5512 -10.5866 -12.9760 0.7 -1.6 -1.7
F 7.2852 -9.7691 -14.0470 -0.2 0.3 0.8
F 8.8410 -10.9740 -13.2367 0.0 0.0 0.3
F 6.8216 -11.7054 -13.2247 -0.2 0.2 0.1
C 9.2612 -9.6894 -10.1237 1.2 0.8 -0.8
C 10.7172 -9.8470 -10.6305 -0.2 -0.3 1.1
H 11.4013 -9.5366 -9.8351 0.0 0.4 -0.2
H 11.0427 -10.8749 -10.8000 -0.4 0.0 -0.6
H 10.7981 -9.2115 -11.5076 0.4 -0.1 0.0
H 8.9346 -10.5844 -9.5937 -0.4 0.1 -0.1
H 9.2692 -8.8125 -9.4745 -0.2 -0.3 0.4
H 7.2481 -10.9059 -10.8331 0.5 -0.9 -0.5
B 5.3281 -9.0251 -17.2951 -0.2 -0.6 -0.4
F 5.7956 -7.7452 -16.9528 -0.1 0.4 0.0
F 3.9485 -9.1501 -17.1793 0.2 0.4 0.4
F 5.5424 -9.1263 -18.7279 0.6 -0.1 0.0
F 6.0133 -10.0010 -16.5657 0.0 0.3 -0.6
```
Forces are in eV/Å.

Properties
Molar mass, g/mol: 886.57
ΔE to the lowest compared entry with this formula, charge and spin, kcal per mole: 0.0
Largest force on an atom, hartree/bohr: 0.0850
Highest occupied orbital energy, eV: -6.287
Frontier orbital gap, Ha: 0.0435
Total charge: +1

Atomic partial charges in e from the Mulliken method, atoms 1 to 5:
1 C -0.055
2 C 0.014
3 O -0.267
4 N -0.062
5 H 0.437

=====

[2]
The following is a DFT calculation (ωB97M-V with the def2-TZVPD basis set) of a structure of composition C27H21CaIN10O4S3.

```
67
Properties=species:S:1:pos:R:3:forces:R:3
Ca -0.2591 -0.2210 -1.8425 0.1 -0.5 0.1
C -1.6950 2.7152 7.4082 0.0 0.0 0.0
N -0.7490 3.1460 6.4070 0.0 0.0 0.0
C -0.5223 4.4499 6.0054 0.1 0.0 -0.1
C 0.4346 4.4101 5.0575 -0.2 0.1 0.0
N 0.7797 3.0849 4.8799 0.0 0.0 0.1
C 0.0611 2.2864 5.7237 0.1 0.0 0.1
S 0.1802 0.6396 5.9741 0.0 0.1 0.0
C 1.7180 2.6322 3.8946 0.0 0.0 0.0
C 3.0572 2.9222 4.0598 0.0 -0.1 0.0
C 3.9229 2.5048 3.0535 -0.1 0.0 0.0
C 3.4046 1.8399 1.9605 0.0 0.1 0.0
C 2.0323 1.6135 1.9041 0.1 0.0 0.0
N 1.1947 2.0029 2.8581 0.0 0.1 0.0
H -2.0154 3.5841 7.9803 0.0 0.0 0.0
H -1.2179 1.9866 8.0615 0.0 0.0 0.0
H -2.5580 2.2384 6.9426 0.0 0.0 0.0
H -1.0691 5.2780 6.4173 0.0 0.0 0.0
H 0.8739 5.1867 4.4586 0.0 0.0 0.0
H 3.4050 3.4284 4.9505 0.0 0.0 0.0
H 4.9850 2.6998 3.1313 0.0 0.0 0.0
H 4.0221 1.5225 1.1341 0.0 0.0 0.0
H 1.6137 1.1038 1.0486 -0.1 0.1 0.0
S -1.5527 -2.3210 -3.2107 0.0 0.0 0.1
C -0.2523 -3.0990 -4.0688 0.0 0.1 0.0
C -0.6807 -3.9984 -5.1056 0.0 0.0 0.0
N -1.0605 -4.7139 -5.9278 0.0 0.0 0.0
C 1.0932 -2.9565 -3.8628 0.0 0.0 0.0
S 1.8791 -1.9519 -2.6789 0.0 0.1 -0.1
C 1.9879 -3.7112 -4.6968 0.0 0.0 0.0
N 2.7398 -4.2973 -5.3477 0.0 0.0 0.0
O -4.0652 -0.1649 0.5267 0.0 0.0 0.0
C -3.1212 0.0379 -0.2342 0.0 0.1 0.0
O -1.9026 -0.2844 -0.0822 0.0 0.1 0.0
C -3.4112 0.8015 -1.5318 -0.1 0.1 0.0
C -4.7148 0.9648 -1.9896 0.0 0.0 0.1
C -4.9282 1.6642 -3.1620 0.0 0.0 0.0
C -3.8372 2.1979 -3.8317 0.0 0.0 0.0
C -2.5760 1.9911 -3.3028 0.1 0.0 0.0
N -2.3636 1.3089 -2.1791 0.1 -0.2 -0.2
H -5.5148 0.5276 -1.4099 0.0 0.0 0.0
H -5.9299 1.7891 -3.5565 0.0 0.0 0.0
H -3.9542 2.7466 -4.7568 0.0 0.0 0.0
H -1.6887 2.3543 -3.8061 0.0 0.0 0.0
I 3.5553 -1.8149 3.5993 0.0 0.0 0.0
C 1.9658 -1.5423 2.3218 -0.1 -0.1 0.0
C 0.6771 -1.1855 2.6721 0.1 -0.1 0.0
N 0.0001 -1.0896 1.5247 0.0 0.0 0.0
N 0.7587 -1.3548 0.4525 -0.1 0.3 -0.1
C 1.9647 -1.6366 0.9220 0.0 -0.1 -0.1
H 0.2322 -0.9596 3.6265 0.0 0.0 0.0
H -0.9682 -0.8111 1.3135 0.0 0.0 0.0
H 2.7552 -1.9081 0.2408 0.0 0.0 0.0
C 1.8059 1.4342 -6.0414 0.0 0.0 0.0
N 2.0579 1.8488 -4.6758 0.1 0.0 0.0
C 3.1268 2.6268 -4.3354 0.0 0.0 0.0
C 3.3710 2.9582 -3.0609 0.0 0.0 0.0
C 2.5066 2.4256 -1.9983 0.1 -0.1 0.0
O 2.7472 2.6632 -0.8101 0.0 0.0 0.0
N 1.4543 1.6496 -2.3842 -0.2 0.1 0.0
C 1.1910 1.4109 -3.6786 0.0 0.0 0.0
O 0.1752 0.7859 -4.0301 -0.1 0.0 0.0
H 2.7381 1.4937 -6.6025 0.0 0.0 0.0
H 1.0508 2.0629 -6.5200 0.0 0.0 0.0
H 1.4450 0.4086 -6.0389 0.0 0.0 0.0
H 3.7554 2.9442 -5.1588 0.0 0.0 0.0
H 4.2202 3.5653 -2.7865 0.0 0.0 0.0
```
Forces are in eV/Å.

Properties
Molar mass, g/mol: 812.71
ΔE to the lowest compared entry with this formula, charge and spin, kcal per mole: 0.0
Largest force on an atom, hartree/bohr: 0.0096
Highest occupied orbital energy, eV: -1.095
Frontier orbital gap, Ha: 0.1687
Total charge: -2

Atomic partial charges in e from the Mulliken method, atoms 1 to 5:
1 Ca 1.109
2 C -0.896
3 N 0.147
4 C -0.403
5 C -0.396

=====

Number 1 is which compound? C27H58BF13N5O11